Entry from OMol25: 2 unconnected molecules or ions with the total composition C2H8NO2P at a distorted geometry (ωB97M-V/def2-TZVPD).

As for the spin multiplicity: 1. The value obtained for the HOMO energy is -8.14 eV. Its calculated total energy is -17075.560 eV. As for the energy above the lowest of the compared OMol25 structures with the same formula, charge and spin: 3.829 eV. The total charge is 0. The calculation puts the LUMO energy at -0.1 eV.

XYZ file:
```
14
Properties=species:S:1:pos:R:3:nbo_charge:R:1
C 0.274 2.698 -0.142 -0.721
C 1.389 1.969 -0.836 0.498
N -2.256 -3.368 0.851 -1.068
O 1.586 -1.990 -0.238 -1.082
O 1.657 0.817 -0.684 -0.557
P 1.137 -0.766 0.341 1.173
H 0.709 3.433 0.464 0.252
H -0.299 3.280 -0.853 0.248
H -0.347 2.000 0.344 0.244
H -2.054 -2.657 1.536 0.358
H 2.134 2.468 -1.473 0.148
H -2.140 -3.096 -0.022 0.349
H -1.711 -4.207 1.021 0.362
H -0.078 -0.582 -0.310 -0.206
```

Entry from OMol25: a single C2H8NO2P molecule at a distorted geometry (ωB97M-V/def2-TZVPD).

As for the spin multiplicity: 1. As for the SMILES: CP(C)N(O)O. The value obtained for the HOMO energy (spin up / spin down) is -7.75 / -7.75 eV. Its calculated total energy is -17072.248 eV. As for the energy above the lowest of the compared OMol25 structures with the same formula, charge and spin: 7.142 eV. The total charge is 0. The calculation puts the LUMO energy (spin up / spin down) at 0.4 / 0.4 eV.

XYZ file:
```
14
Properties=species:S:1:pos:R:3:nbo_charge:R:1
C 0.749 -0.622 1.243 -1.005
P -0.040 -1.270 -0.261 0.868
C 1.247 -0.603 -1.500 -0.961
N -1.400 0.346 0.329 -0.083
O -2.740 0.858 -0.061 -0.631
O -0.603 1.294 -0.209 -0.615
H 1.020 0.490 1.121 0.251
H 0.058 -0.623 2.083 0.255
H 1.617 -1.267 1.556 0.236
H 2.137 -1.115 -1.177 0.231
H 0.939 -0.909 -2.592 0.247
H 1.400 0.496 -1.177 0.256
H -3.217 0.844 0.820 0.474
H -1.167 2.082 -0.175 0.477
```

Entry from OMol25: 2 unconnected molecules or ions with the total composition C2H8NO2P at a distorted geometry (ωB97M-V/def2-TZVPD).

As for the spin multiplicity: 1. The value obtained for the HOMO energy (spin up / spin down) is -7.99 / -7.98 eV. Its calculated total energy is -17075.226 eV. As for the energy above the lowest of the compared OMol25 structures with the same formula, charge and spin: 4.163 eV. The total charge is 0. The calculation puts the LUMO energy (spin up / spin down) at -0.2 / -0.2 eV.

XYZ file:
```
14
Properties=species:S:1:pos:R:3:nbo_charge:R:1
C -1.667 0.745 -0.517 -0.449
C 2.217 0.823 0.064 -0.255
N -1.564 -0.614 -0.115 -0.987
O -0.144 -2.550 0.529 -1.024
O 1.168 0.233 0.746 -0.852
P -0.214 -1.398 -0.574 1.475
H -0.801 1.251 0.090 0.252
H -1.360 0.735 -1.516 0.193
H -2.702 1.112 -0.288 0.216
H 2.306 1.739 0.705 0.177
H 1.910 1.234 -0.912 0.135
H 3.029 0.030 -0.023 0.154
H -2.314 -1.133 0.384 0.425
H 0.136 -2.207 1.427 0.536
```

Entry from OMol25: 2 unconnected molecules or ions with the total composition C2H8NO2PS at a distorted geometry (ωB97M-V/def2-TZVPD).

As for the spin multiplicity: 1. As for the SMILES: O=S(O)#[PH2].C=CN. The value obtained for the HOMO energy is -8.46 eV. Its calculated total energy is -27910.330 eV. As for the energy above the lowest of the compared OMol25 structures with the same formula, charge and spin: 5.538 eV. The total charge is 0. The calculation puts the LUMO energy at 0.4 eV.

XYZ file:
```
15
Properties=species:S:1:pos:R:3:nbo_charge:R:1
O -1.624 1.717 -0.320 -0.985
S -2.302 0.629 -1.003 1.309
O -1.118 -0.455 -1.462 -0.894
P -2.787 -0.335 0.902 0.074
H -0.309 -0.223 -1.076 0.502
H -4.161 -0.947 0.769 -0.004
H -3.400 0.882 1.293 -0.001
C 1.105 -0.793 1.269 -0.522
C 1.908 -0.182 0.409 0.014
N 1.489 0.887 -0.414 -0.879
H 0.044 -0.752 1.270 0.201
H 1.666 -1.482 1.871 0.207
H 2.936 -0.297 0.381 0.187
H 2.200 1.618 -0.647 0.388
H 0.586 1.369 -0.189 0.401
```

Entry from OMol25: a single C2H8NO4P molecule at a distorted geometry (ωB97M-V/def2-TZVPD).

As for the spin multiplicity: 1. As for the SMILES: NCCOP(=O)(O)O. The value obtained for the HOMO energy is -10.33 eV. Its calculated total energy is -21175.176 eV. The total charge is 0. The calculation puts the LUMO energy at 0.1 eV.

XYZ file:
```
16
Properties=species:S:1:pos:R:3:nbo_charge:R:1
N 2.388 -0.490 0.266 -0.817
C 1.482 0.342 -0.545 -0.243
C 0.408 0.957 0.357 -0.089
O -0.843 1.011 -0.364 -0.800
P -2.057 0.149 0.205 2.538
O -2.909 0.917 1.053 -1.085
O -2.816 -0.351 -1.084 -0.969
O -1.530 -1.182 0.909 -0.982
H 2.961 -1.030 -0.373 0.362
H 1.836 -1.158 0.790 0.336
H 2.011 1.121 -1.077 0.204
H 0.960 -0.267 -1.286 0.165
H 0.688 1.979 0.576 0.208
H 0.347 0.450 1.316 0.182
H -2.336 -1.094 -1.487 0.498
H -0.591 -1.355 0.746 0.494
```

Entry from OMol25: 2 unconnected molecules or ions with the total composition C2H8NOP at a distorted geometry (ωB97M-V/def2-TZVPD).

As for the spin multiplicity: 1. As for the SMILES: C=POC.N. The value obtained for the HOMO energy is -9.16 eV. Its calculated total energy is -15028.823 eV. As for the energy above the lowest of the compared OMol25 structures with the same formula, charge and spin: 2.300 eV. The total charge is 0. The calculation puts the LUMO energy at 0.4 eV.

XYZ file:
```
13
Properties=species:S:1:pos:R:3:nbo_charge:R:1
C 1.407 1.156 -0.687 -0.970
P 1.254 -0.124 0.363 0.995
O 1.085 -1.371 -0.693 -0.805
C 0.422 -2.547 -0.202 -0.247
H 1.361 1.038 -1.831 0.245
H 1.400 2.195 -0.313 0.232
H 0.390 -3.162 -1.090 0.196
H -0.558 -2.396 0.144 0.179
H 0.976 -3.054 0.491 0.176
N -2.217 1.966 0.849 -1.064
H -1.470 1.730 0.172 0.364
H -1.892 1.612 1.747 0.349
H -2.156 2.958 1.049 0.350
```

Entry from OMol25: 2 unconnected molecules or ions with the total composition C2H8NOPS at a distorted geometry (ωB97M-V/def2-TZVPD).

As for the spin multiplicity: 1. The value obtained for the HOMO energy (spin up / spin down) is -8.38 / -8.52 eV. Its calculated total energy is -25862.318 eV. As for the energy above the lowest of the compared OMol25 structures with the same formula, charge and spin: 5.477 eV. The total charge is 0. The calculation puts the LUMO energy (spin up / spin down) at -2.6 / -2.2 eV.

XYZ file:
```
14
Properties=species:S:1:pos:R:3:nbo_charge:R:1
C -1.263 -1.250 -0.475 -0.655
C -0.087 -1.013 0.421 -0.769
N 1.367 1.138 -0.306 -1.211
O 0.852 1.081 2.108 -1.004
P 0.051 0.836 0.672 1.371
S -1.528 1.567 -2.141 -0.207
H -1.992 -0.486 -0.525 0.223
H -1.053 -1.359 -1.543 0.227
H -1.762 -2.047 0.072 0.231
H 0.923 -1.117 -0.016 0.242
H 0.004 -1.705 1.352 0.254
H 1.569 2.128 -0.293 0.388
H 1.095 0.953 -1.345 0.413
H 1.824 1.274 2.018 0.499
```

Entry from OMol25: 2 unconnected molecules or ions with the total composition C2H8NOS at a distorted geometry (ωB97M-V/def2-TZVPD).

As for the spin multiplicity: 1. The value obtained for the HOMO energy is -2.95 eV. Its calculated total energy is -16577.519 eV. As for the energy above the lowest of the compared OMol25 structures with the same formula, charge and spin: 0.310 eV. The total charge is -1. The calculation puts the LUMO energy at 4.2 eV.

XYZ file:
```
13
Properties=species:S:1:pos:R:3:nbo_charge:R:1
C -0.476 -0.855 -1.298 -0.239
C -0.952 0.507 -0.846 -0.537
S -0.081 1.404 0.557 -0.730
N 0.993 -0.945 -1.463 -0.859
H -0.758 -1.690 -0.637 0.174
H -0.931 -1.066 -2.277 0.164
H -1.016 1.135 -1.745 0.165
H -1.964 0.479 -0.459 0.195
H 1.233 -0.326 -2.241 0.328
H 1.336 -0.312 -0.725 0.371
H -0.126 -0.575 2.053 0.490
H 0.861 -1.240 1.311 0.468
O 0.524 -1.293 2.238 -0.989
```

Entry from OMol25: 2 unconnected molecules or ions with the total composition C2H8NS at a distorted geometry (ωB97M-V/def2-TZVPD).

As for the spin multiplicity: 1. The value obtained for the HOMO energy is -2.77 eV. Its calculated total energy is -14529.869 eV. As for the energy above the lowest of the compared OMol25 structures with the same formula, charge and spin: 0.224 eV. The total charge is -1. The calculation puts the LUMO energy at 4.4 eV.

XYZ file:
```
12
Properties=species:S:1:pos:R:3:nbo_charge:R:1
S 1.269 -1.967 0.630 -1.064
H 1.518 -3.326 0.689 0.101
C -0.562 0.801 0.856 -0.646
C 0.216 0.904 -0.444 -0.234
N -0.329 -0.090 -1.400 -0.882
H -0.637 -0.284 1.127 0.263
H -0.049 1.336 1.680 0.190
H -1.579 1.209 0.662 0.169
H 0.292 1.892 -0.961 0.159
H 1.257 0.570 -0.302 0.218
H -1.349 -0.035 -1.441 0.321
H -0.046 -1.008 -1.096 0.405
```

Entry from OMol25: 2 unconnected molecules or ions with the total composition C2H8NS (ωB97M-V/def2-TZVPD).

As for the spin multiplicity: 1. The value obtained for the HOMO energy is -2.26 eV. Its calculated total energy is -14529.837 eV. As for the energy above the lowest of the compared OMol25 structures with the same formula, charge and spin: 0.257 eV. The total charge is -1. The calculation puts the LUMO energy at 4.2 eV.

XYZ file:
```
12
Properties=species:S:1:pos:R:3:nbo_charge:R:1
N -2.827 1.230 -2.825 -1.070
H -2.222 2.007 -3.093 0.341
H -2.246 0.750 -2.132 0.391
H -2.713 0.613 -3.633 0.336
C 1.521 -0.199 2.115 -0.620
C 1.102 -1.014 0.903 -0.520
S -0.167 -0.205 -0.145 -0.759
H 0.877 -0.372 2.977 0.186
H 1.449 0.868 1.935 0.209
H 2.555 -0.426 2.405 0.169
H 0.682 -1.986 1.184 0.174
H 1.992 -1.266 0.309 0.163
```

Entry from OMol25: 2 unconnected molecules or ions with the total composition C2H8NS (ωB97M-V/def2-TZVPD).

As for the spin multiplicity: 2. The value obtained for the HOMO energy (spin up / spin down) is 4.22 / -0.12 eV. Its calculated total energy is -14525.274 eV. As for the energy above the lowest of the compared OMol25 structures with the same formula, charge and spin: 0.642 eV. The total charge is -2. Its expectation value of S² is 0.75. The calculation puts the LUMO energy (spin up / spin down) at 6.9 / 6.8 eV.

XYZ file:
```
12
Properties=species:S:1:pos:R:3:nbo_charge:R:1
S -0.766 0.015 -2.603 -1.072
H -0.428 -0.599 -3.752 0.065
C 1.612 0.431 1.741 -1.050
N 0.349 -0.089 2.196 -0.706
C -0.579 -0.449 1.130 -0.438
H 2.052 -0.182 0.954 0.164
H 1.538 1.446 1.297 0.125
H 2.377 0.520 2.524 0.084
H -0.105 0.621 2.766 0.294
H -0.960 0.402 0.555 0.169
H -1.430 -1.020 1.510 0.156
H -0.069 -1.034 0.364 0.208
```

Entry from OMol25: 2 unconnected molecules or ions with the total composition C2H8NS at a distorted geometry (ωB97M-V/def2-TZVPD).

As for the spin multiplicity: 1. The value obtained for the HOMO energy is -13.54 eV. Its calculated total energy is -14521.261 eV. As for the energy above the lowest of the compared OMol25 structures with the same formula, charge and spin: 0.913 eV. The total charge is +1. The calculation puts the LUMO energy at -4.3 eV.

XYZ file:
```
12
Properties=species:S:1:pos:R:3:nbo_charge:R:1
C -2.530 -0.224 -0.005 -0.690
C -1.017 -0.101 -0.071 -0.198
N 2.638 0.130 0.012 -0.894
S -0.161 1.234 -0.143 0.087
H -2.648 -0.509 1.028 0.261
H -2.940 -1.021 -0.575 0.256
H -3.194 0.655 -0.050 0.257
H -0.476 -1.039 0.064 0.196
H 2.577 -0.796 -0.248 0.438
H 3.219 0.454 0.711 0.442
H 2.828 0.570 -0.910 0.442
H 1.704 0.647 0.188 0.403
```